{"formula": "C59H161N11O16", "method": "the ωB97M-V functional and the def2-TZVPD basis", "symbols": ["C", "C", "C", "O", "C", "N", "H", "H", "H", "H", "H", "H", "H", "H", "H", "H", "H", "C", "C", "C", "O", "C", "N", "H", "H", "H", "H", "H", "H", "H", "H", "H", "H", "H", "C", "C", "C", "O", "C", "N", "H", "H", "H", "H", "H", "H", "H", "H", "H", "H", "H", "C", "C", "C", "O", "C", "N", "H", "H", "H", "H", "H", "H", "H", "H", "H", "H", "H", "C", "C", "C", "O", "C", "N", "H", "H", "H", "H", "H", "H", "H", "H", "H", "H", "H", "C", "C", "C", "O", "C", "N", "H", "H", "H", "H", "H", "H", "H", "H", "H", "H", "H", "C", "C", "C", "O", "C", "N", "H", "H", "H", "H", "H", "H", "H", "H", "H", "H", "H", "C", "C", "C", "O", "C", "N", "H", "H", "H", "H", "H", "H", "H", "H", "H", "H", "H", "C", "C", "C", "O", "C", "N", "H", "H", "H", "H", "H", "H", "H", "H", "H", "H", "H", "C", "C", "C", "O", "C", "N", "H", "H", "H", "H", "H", "H", "H", "H", "H", "H", "H", "C", "C", "C", "O", "C", "N", "H", "H", "H", "H", "H", "H", "H", "H", "H", "H", "H", "C", "C", "C", "O", "H", "H", "H", "H", "H", "H", "H", "H", "C", "C", "C", "O", "H", "H", "H", "H", "H", "H", "H", "H", "C", "C", "C", "O", "H", "H", "H", "H", "H", "H", "H", "H", "C", "C", "C", "O", "H", "H", "H", "H", "H", "H", "H", "H", "C", "C", "C", "O", "H", "H", "H", "H", "H", "H", "H", "H"], "coordinates": [[-7.576329, 1.968829, 1.083998], [-6.373049, 1.349029, 1.754095], [-5.466984, 0.529954, 0.786745], [-4.471534, -0.059858, 1.504978], [-3.643420, -0.833892, 0.647082], [-5.609362, 2.415708, 2.331760], [-8.428562, 1.288104, 0.952151], [-7.311868, 2.482553, 0.151439], [-7.901950, 2.817578, 1.749202], [-6.692653, 0.666742, 2.544350], [-5.060500, 1.228569, 0.027884], [-5.994563, -0.129224, 0.124937], [-2.778113, -1.212428, 1.206426], [-3.223911, -0.236530, -0.178417], [-4.140153, -1.703760, 0.186997], [-5.010983, 2.054949, 3.062934], [-6.237004, 3.070222, 2.793976], [-1.398221, 1.565002, 5.943463], [-1.723571, 0.930609, 4.623824], [-1.265662, -0.520956, 4.620717], [-1.907879, -1.181793, 5.677963], [-1.254944, -2.355806, 6.099084], [-3.130417, 1.101788, 4.298603], [-1.693677, 2.598939, 5.905204], [-0.329780, 1.617239, 6.159227], [-1.870293, 1.039682, 6.791839], [-1.195267, 1.395999, 3.767420], [-0.176505, -0.569496, 4.823780], [-1.385323, -1.041380, 3.662472], [-0.214106, -2.197066, 6.454933], [-1.291553, -3.175441, 5.343150], [-1.868897, -2.708539, 6.979913], [-3.693639, 0.683189, 5.042396], [-3.404198, 0.601903, 3.472761], [-3.152989, -6.821157, 4.282017], [-3.197734, -5.323145, 3.996244], [-1.978402, -4.847548, 3.303377], [-0.828862, -5.051105, 4.123100], [0.367304, -4.692815, 3.473572], [-4.321672, -5.076454, 3.080995], [-3.002513, -7.373167, 3.348091], [-4.084379, -7.128889, 4.768819], [-2.271190, -7.048906, 4.885598], [-3.294465, -4.812295, 4.942244], [-2.121884, -3.784437, 3.062279], [-1.931453, -5.383107, 2.342752], [0.490065, -3.606264, 3.189172], [0.381718, -5.249099, 2.539261], [1.222028, -4.955527, 4.092974], [-4.514049, -4.105628, 2.927314], [-5.212409, -5.407326, 3.442593], [-1.899063, 3.069132, -4.494429], [-1.772945, 4.440428, -5.059042], [-0.645360, 5.265508, -4.357537], [-0.964367, 5.417309, -3.007194], [0.028083, 6.220112, -2.355260], [-1.516878, 4.320277, -6.503950], [-1.783292, 3.129957, -3.414094], [-1.099394, 2.438450, -4.893024], [-2.818408, 2.579675, -4.837402], [-2.653449, 5.068662, -4.970978], [-0.443415, 6.234739, -4.852249], [0.298141, 4.726563, -4.426973], [-0.075355, 6.286363, -1.281836], [-0.008608, 7.259164, -2.697121], [1.007362, 5.776533, -2.568446], [-1.351653, 5.213727, -6.963129], [-0.764246, 3.684443, -6.706793], [5.829961, -2.332705, 7.236230], [6.425402, -1.993956, 5.930290], [5.462943, -1.328000, 4.981593], [4.381587, -2.158785, 4.723507], [3.392472, -1.494946, 3.897494], [7.634939, -1.114223, 6.105317], [5.657509, -1.436530, 7.825216], [6.450661, -3.036591, 7.776636], [4.839979, -2.781234, 7.156256], [6.766711, -2.899644, 5.449613], [6.075405, -1.086235, 4.077728], [5.173785, -0.343623, 5.408338], [3.701304, -1.410218, 2.837381], [3.091628, -0.537300, 4.321929], [2.467235, -2.050076, 3.929653], [8.122121, -0.920649, 5.239618], [7.378344, -0.332163, 6.686453], [-0.308287, -4.486972, -0.453779], [0.373322, -5.825987, -0.693444], [-0.652207, -6.926082, -0.554526], [0.061337, -8.115754, -0.486624], [-0.803915, -9.172514, -0.314675], [1.139270, -5.778169, -1.916366], [0.368003, -3.642485, -0.514200], [-0.725713, -4.412475, 0.564461], [-1.137252, -4.398619, -1.162334], [1.067455, -5.963619, 0.157348], [-1.247085, -7.040909, -1.476802], [-1.311534, -6.740186, 0.325243], [-1.615160, -9.202275, -1.042479], [-1.341265, -9.097039, 0.663277], [-0.236403, -10.103206, -0.413016], [1.757953, -6.610898, -2.007594], [0.450127, -5.766309, -2.683735], [4.923643, 3.752650, 0.942125], [4.404295, 5.020090, 0.204866], [3.159922, 4.694041, -0.554055], [3.397997, 3.893716, -1.673511], [3.916525, 4.707235, -2.767223], [4.106427, 6.074639, 1.187403], [4.998664, 2.916296, 0.225324], [4.181039, 3.504480, 1.675341], [5.937949, 3.946482, 1.260960], [5.178883, 5.358240, -0.496124], [2.555775, 5.533812, -0.816217], [2.532298, 4.114441, 0.120063], [4.890411, 5.178030, -2.473388], [3.179152, 5.504866, -2.964193], [4.062306, 4.077143, -3.646642], [4.936785, 6.205159, 1.759392], [3.965649, 6.997885, 0.842446], [1.440979, 0.813205, 2.085532], [0.221957, 0.311697, 1.289916], [0.378345, 0.702799, -0.159756], [-0.700676, 0.189335, -0.860127], [-0.434781, 0.178924, -2.293246], [0.189034, -1.127114, 1.431305], [2.362575, 0.348670, 1.770970], [1.299191, 0.407056, 3.101533], [1.522559, 1.908854, 2.171744], [-0.736718, 0.736033, 1.667663], [1.307153, 0.297900, -0.600884], [0.327422, 1.789978, -0.194230], [-0.104987, 1.188687, -2.601282], [-1.325050, -0.133193, -2.812915], [0.376345, -0.519618, -2.563479], [1.127273, -1.442324, 1.194801], [-0.359730, -1.516649, 0.687049], [3.028627, 4.114052, -6.661680], [3.381167, 2.731581, -6.032287], [2.118280, 2.160239, -5.364990], [2.318932, 0.914606, -4.738297], [2.899585, 1.003669, -3.501778], [3.985659, 1.838814, -7.019465], [2.808282, 4.913429, -5.944086], [2.150764, 3.930517, -7.301460], [3.857186, 4.481771, -7.310230], [4.230335, 2.869686, -5.318576], [1.378618, 2.039641, -6.154589], [1.571920, 2.883505, -4.712045], [3.942206, 1.376064, -3.495736], [2.914855, 0.045942, -2.984514], [2.331843, 1.652171, -2.846356], [3.271821, 1.676300, -7.717499], [4.240022, 0.928123, -6.674228], [0.369403, -3.103181, -4.221850], [-0.739458, -3.979526, -4.816977], [-0.889961, -3.588972, -6.268027], [-1.867612, -4.447405, -6.785124], [-2.230276, -4.174257, -8.071021], [-0.525337, -5.404803, -4.683288], [0.427748, -3.161305, -3.152437], [0.229072, -2.043096, -4.397478], [1.334087, -3.449433, -4.626324], [-1.665762, -3.813010, -4.294382], [0.031143, -3.723715, -6.843881], [-1.247998, -2.580912, -6.434150], [-3.003221, -4.880135, -8.281127], [-1.462337, -4.342850, -8.813074], [-2.548841, -3.128324, -8.201772], [-1.277088, -5.884162, -5.131163], [0.326278, -5.683531, -5.141537], [3.986078, -4.495814, 0.042633], [3.539161, -3.128188, -0.436189], [4.725097, -2.138410, -0.455389], [4.130247, -0.921349, -0.696314], [4.985403, 0.216896, -0.622673], [3.045050, -3.178579, -1.788647], [4.931984, -4.791422, -0.399213], [3.165227, -5.210387, -0.093845], [4.198943, -4.621199, 1.106545], [2.789386, -2.644804, 0.241149], [5.374756, -2.459582, -1.305342], [5.311985, -2.235548, 0.475567], [4.392345, 1.062522, -0.827899], [5.857699, 0.177745, -1.330930], [5.293486, 0.319402, 0.422449], [2.258623, -3.855484, -1.894537], [2.779219, -2.207899, -2.002701], [-5.005562, 1.141213, -2.730385], [-6.421967, 0.631809, -2.884792], [-7.312642, 1.634198, -3.640203], [-6.488524, -0.642339, -3.510268], [-4.621406, 1.220725, -3.767847], [-4.439481, 0.344780, -2.230358], [-4.953661, 2.118754, -2.266220], [-6.831055, 0.537833, -1.889492], [-6.752419, 1.901189, -4.549479], [-7.506898, 2.502549, -3.042472], [-8.270008, 1.140524, -3.874924], [-5.757391, -1.171301, -3.157157], [0.114927, 4.709896, 4.035173], [0.962402, 4.936493, 2.772444], [0.710621, 6.268549, 2.137197], [2.319660, 4.730989, 3.129310], [0.230362, 5.588273, 4.651842], [0.621094, 3.878223, 4.527182], [-0.918893, 4.518960, 3.854087], [0.690348, 4.145528, 2.019826], [1.014108, 7.080308, 2.823467], [-0.360181, 6.324832, 1.971195], [1.221060, 6.343942, 1.166320], [2.875526, 5.259154, 2.486944], [4.424513, 2.737833, 4.947885], [5.609333, 2.563193, 5.867111], [6.184622, 3.947827, 6.007226], [5.229068, 1.943651, 7.155478], [3.681517, 3.406257, 5.378137], [4.036026, 1.722047, 4.783003], [4.552534, 3.148663, 3.966378], [6.346005, 1.882424, 5.392246], [6.580692, 4.415954, 5.089947], [6.913384, 3.896759, 6.792329], [5.448101, 4.626826, 6.446562], [4.819065, 2.597693, 7.705246], [-3.726296, -2.709448, -2.855587], [-4.754841, -3.821171, -2.637728], [-4.309504, -5.011456, -3.455702], [-4.949388, -4.072298, -1.220603], [-4.134446, -1.811066, -2.375536], [-3.590868, -2.543346, -3.928252], [-2.760792, -3.027765, -2.427087], [-5.736857, -3.485520, -3.010003], [-3.389264, -5.433459, -3.003620], [-4.150593, -4.752332, -4.488947], [-5.007028, -5.865627, -3.354755], [-4.285058, -4.715907, -0.931670], [-2.574553, 3.704597, -0.548963], [-3.749034, 4.605847, -0.203277], [-4.038420, 5.649179, -1.263758], [-4.889611, 3.831081, -0.004702], [-2.402801, 3.043788, 0.299536], [-1.648202, 4.185985, -0.869956], [-2.883848, 3.006167, -1.348542], [-3.476534, 5.124371, 0.743049], [-3.092521, 6.145212, -1.496189], [-4.806347, 6.292970, -0.845108], [-4.546572, 5.241862, -2.159578], [-4.766767, 3.307080, 0.807406]], "forces_ev_per_a": [[-0.6418, 1.0585, 0.3082], [-0.0441, -1.2624, -0.8059], [-1.2077, 2.6553, -0.6274], [1.3684, -1.4145, 0.3207], [0.8105, -0.2277, -0.1921], [0.8244, 0.7424, 0.6899], [0.3699, 0.1559, -0.1124], [-0.0011, -0.3630, -0.0196], [-0.0971, -0.8794, -0.5479], [-0.2519, -0.2951, -0.0185], [0.1915, 0.2352, 0.4515], [-0.8492, -1.1182, 0.1592], [-0.2955, 0.1518, 0.1549], [-0.1790, 0.1469, 0.2317], [-0.3170, 0.2257, 0.3121], [0.4244, 0.0841, 0.0399], [0.1695, -0.0572, -0.1308], [0.3096, 0.4010, 0.5624], [0.3835, -0.6299, -1.3908], [0.9471, -0.2190, 0.3235], [-0.1142, -0.2788, 0.0998], [-1.0036, -1.0256, 0.9490], [-0.8465, 0.1022, 1.0380], [-0.4818, 0.4561, 0.2214], [0.1283, -0.3796, -0.1979], [0.0114, 0.2826, -0.4750], [0.1568, 0.1216, 0.6190], [-0.1088, 0.2613, -0.1554], [-0.3451, 0.0968, -0.0706], [-0.4199, 0.1284, -0.3629], [0.2393, 0.6635, 0.3631], [0.7814, 0.2195, -0.8161], [0.1728, 0.1444, -0.0837], [0.1542, -0.3023, -0.6408], [0.4641, 0.1567, -0.1786], [-1.1460, -0.9447, 0.0155], [0.7573, 0.3602, -0.2886], [-0.5012, 0.3934, -0.1166], [0.1493, 0.6410, -0.7158], [-0.4414, -0.2732, 0.0037], [-0.3265, 0.0530, -0.0045], [0.2850, -0.1607, -0.0172], [-0.3027, -0.0044, 0.2748], [-0.0715, 0.4030, 0.4911], [0.3154, 0.1183, 0.0085], [0.4027, -0.0521, 0.0878], [-0.5913, -0.7092, 0.4706], [0.4906, -0.1705, -0.3062], [-0.1425, -0.1834, 0.1019], [0.3669, 0.7432, -0.0982], [0.3351, -0.3938, 0.1427], [-0.1160, -0.4994, 0.1106], [1.3832, 1.5887, -1.0688], [-0.2505, -0.6496, -0.5692], [0.2496, 0.9256, 1.1607], [-0.0181, -0.2286, -0.6592], [-0.4416, 0.4079, 0.0586], [-0.3843, -0.3600, 0.0692], [0.2497, 0.0631, 0.1103], [0.0186, 0.2182, 0.4575], [-0.4849, -0.2639, 0.2734], [-0.4900, -0.1165, 0.0474], [0.3885, -0.3866, -0.1632], [-0.5542, -0.5308, 0.3240], [0.0828, -0.0516, -0.3461], [0.0855, 0.2178, 0.0119], [0.0170, -0.2704, 0.1765], [0.2913, -0.0556, 0.0021], [-0.7527, -0.2167, 1.0385], [1.4743, 0.8665, -0.8846], [0.9297, 1.0040, -0.1977], [-1.3992, 0.5409, -1.0535], [0.3415, -0.5194, 0.4040], [-0.9745, -1.5940, 0.4160], [0.2257, 0.2455, 0.2676], [0.2148, 0.0670, 0.2770], [0.0324, -0.1381, -0.3654], [0.1729, -0.4035, -0.1979], [-0.6121, -0.1709, 0.0456], [-0.2359, -0.3652, -0.0553], [0.1290, 0.1258, 0.4950], [0.5102, 0.3709, -0.0606], [-0.1033, -0.6771, -0.0371], [-0.2746, 0.3913, 0.2343], [0.2699, 0.4824, -0.3354], [-0.5689, -0.0020, 0.4756], [0.3041, 0.8687, 1.5411], [0.1195, 0.2774, -0.7848], [0.5532, -0.2319, 0.4262], [-0.7492, -1.1483, 0.8037], [0.0417, -0.7999, -0.5444], [0.2256, 0.1110, -0.4600], [-0.0406, -0.2700, -0.3457], [0.0268, 0.3973, -0.0561], [-0.0645, -0.1248, -0.3318], [-0.4232, 0.6902, 0.1790], [0.3125, -0.3031, -0.3399], [-0.0209, 0.1508, -0.5068], [0.5468, -0.2905, -0.3174], [-0.1607, 0.1316, 0.3015], [-0.8750, 0.7998, 0.0063], [0.6463, -0.1397, -0.0397], [-0.1616, 0.7085, -1.9059], [0.9162, 0.1949, 0.1075], [-0.5283, -1.0794, 0.6007], [0.6576, 0.3362, -1.5383], [0.0355, -0.0433, 1.1003], [0.7088, -0.8040, 1.1247], [-0.1602, 0.4171, 0.2024], [0.0553, -0.2433, 0.8403], [0.0983, -0.0868, 0.7835], [-0.0135, -0.0737, 0.0503], [-0.2318, 1.1437, -0.3158], [-0.2417, -0.2646, 0.1008], [-0.7517, -0.3792, -0.3972], [0.3313, -0.1922, -0.1911], [-0.1245, 0.0504, 0.2740], [-0.0709, -0.2656, 0.2538], [-0.4701, 0.5298, -0.9677], [-1.2589, 0.0051, 1.2688], [0.6691, 0.4535, 0.0075], [0.0461, 0.3623, 0.3372], [-0.6839, -0.7686, -2.1875], [0.5402, 0.4165, 1.1177], [0.4345, -0.5962, 0.2978], [0.3719, 0.0686, -0.6463], [0.0326, 0.3986, -0.0982], [0.0764, -0.4015, -0.2320], [0.6170, -0.1366, -0.1313], [0.1070, 0.2969, 0.3730], [0.4696, 0.4540, -0.3505], [-0.3306, -0.3170, -0.0630], [-0.4388, 0.0769, -0.0552], [-0.1417, 0.1035, 0.3562], [0.1331, -0.2148, 0.2448], [-0.6435, -0.1600, -0.3486], [0.5798, -0.7202, -0.6000], [1.1194, 0.7156, 0.9405], [-0.1915, 0.5509, 0.0025], [-0.6417, -0.2056, -1.3588], [0.9441, 0.2518, 1.7001], [-0.7560, 0.6544, -0.7506], [-0.1055, -0.4231, 0.0559], [0.1338, 0.4125, 0.0654], [-0.5453, -0.4174, 0.4427], [-0.9044, 0.0791, -0.0162], [-0.0013, -0.5514, -0.3708], [0.8211, -0.2585, 0.1933], [-0.2479, -0.0535, -0.2457], [-0.0083, -0.3351, -0.3993], [-0.2046, 0.5227, 0.2619], [0.0625, -0.2153, -0.4440], [-0.0617, -0.0920, 0.5432], [0.2284, -0.8226, -0.0752], [0.6437, 0.9007, -0.0588], [-0.5322, -0.4418, -0.3189], [0.1010, -0.5890, 0.9529], [-0.4422, 0.5139, -0.9880], [0.7639, 0.0898, 0.9494], [0.0087, -0.4575, 0.6706], [-0.0776, 0.1491, -0.6066], [-0.1476, 0.3765, 0.1273], [-0.4916, 0.4486, 0.0423], [0.3504, 0.0442, 0.1555], [0.1120, 0.6840, 0.2912], [-0.8705, -0.1234, -0.4679], [0.7519, -0.1271, -0.1646], [-0.2815, -0.1646, 0.0474], [-0.4694, -0.3444, -0.3263], [0.3499, -0.1306, -0.2110], [-0.4868, -0.4478, 0.7422], [0.7891, 0.5350, 0.8082], [-0.0141, -2.0682, -0.3194], [0.1496, 1.8102, -0.2518], [0.6544, -1.3168, 0.2743], [-0.8103, -0.0368, -0.4497], [-0.1781, -0.2819, -0.7152], [0.4510, -0.1130, -0.5644], [-0.1420, 0.8076, 0.2701], [0.3617, -0.5706, 0.0296], [-0.1616, 0.3102, 0.4299], [-0.2177, 0.5365, -0.0021], [-0.7814, 1.0362, -0.5580], [-0.6856, -0.1390, 0.6573], [0.5385, 0.0186, -0.0794], [0.6840, 0.7393, 0.0450], [-0.2047, -0.8142, -0.3097], [0.0280, -0.8692, -1.5870], [-0.7417, 0.9698, 0.4991], [0.5599, -1.5187, -0.5043], [0.4068, -0.0013, -0.2092], [0.1714, 0.0733, 0.4736], [0.2658, 0.6003, 0.2263], [0.0852, -0.0330, 0.4015], [-0.3508, -0.1489, 0.5766], [-0.5616, 0.1175, 0.0428], [0.0271, 0.5117, 0.3150], [0.3715, 0.2996, -0.1232], [-0.3314, 0.1216, -0.1751], [1.7930, 0.0229, -0.4687], [-0.5825, -1.3409, -0.2754], [0.0584, 0.3780, -0.0028], [0.6781, 0.8311, -0.6532], [-0.0862, 0.2824, 0.4265], [-0.4604, -0.1282, 0.2738], [-0.6846, -0.2343, -0.2373], [0.0201, 0.4337, 0.4289], [-0.0583, -0.2228, -0.4162], [-0.2273, 0.2972, -0.1602], [-0.0614, 0.1960, 0.3096], [-0.4695, -0.5367, 0.6803], [-1.1271, -1.7664, 0.3451], [-0.2204, 0.3489, -0.5118], [0.3868, 0.3947, 1.2226], [1.0129, -0.0021, -2.0224], [-0.2477, -0.2634, 0.3258], [-0.5872, 0.3729, 0.0387], [0.9351, 0.2746, -0.5005], [-0.3669, 0.2106, 0.5631], [-0.1374, -0.5253, 0.3676], [1.0890, 0.2183, 0.1524], [-0.3362, 0.0038, -0.3528], [-0.4045, 0.6804, 0.3311], [-0.5058, -0.1646, 0.3545], [-0.0322, 0.3541, -0.0334], [-0.2111, -1.6430, 1.5604], [0.3094, -0.1959, -0.9945], [0.7131, -0.0106, 0.0170], [-0.0347, 0.1815, 0.1169], [-0.3086, 0.4081, 0.0228], [0.2290, -0.0707, 0.2388], [0.0482, 0.4131, -0.4279], [0.0744, 0.0047, -0.3454], [-0.0097, 0.5385, -0.3517], [-0.1415, 0.1904, -0.0425], [-0.2552, -1.0358, -0.4682], [0.9540, 0.3376, -0.0680], [-0.5126, -0.3302, 0.1281], [-0.4439, -0.2012, -0.0314], [0.3468, 0.0073, 0.2373], [-0.1466, 0.1722, 0.2044], [0.0972, 0.3954, 0.0542], [-0.1987, 0.0386, -0.3416], [-0.4287, 0.2702, -0.2571], [0.2129, 0.6205, 0.0490], [0.7408, -0.1925, 0.2510], [-0.4563, -0.0440, 0.2077]], "charge": 0, "lumo_energy_ev": 0.26, "gap_ev": 9.046, "de_lowest_kcal_mol": 0.0, "total_energy_ev": -112939.03639, "max_force_ev_per_a": 2.98}